Entry from OMol25: a structure of composition C23H44Cl3N4O3SScSi (ωB97M-V/def2-TZVPD).

Values from the calculation:
energy relative to the best compared isomer or geometry (same formula, charge and spin) = 3.4252 eV
HOMO-LUMO gap = 7.74 eV
maximum force = 4.90 eV/Å
E_LUMO = 0.32 eV

Each line ends with the Löwdin charge.
Positions of all 80 atoms, in Å:
C: 1.8352 5.9175 1.1172  -0.059
C: 1.7149 4.5080 1.6664  -0.232
H: 2.5661 6.5593 1.6748  0.086
H: 0.8671 6.4427 1.2428  0.092
H: 2.1835 5.9422 0.0586  0.075
C: 1.5503 4.3153 2.9839  -0.084
C: 1.5486 5.4928 3.9236  -0.095
H: 1.2357 3.3450 3.3673  0.096
H: 0.5917 5.9731 3.7028  0.081
H: 2.3649 6.2140 3.7471  0.074
H: 1.6092 5.2450 4.9815  0.066
Sc: -1.4405 -1.0791 -1.5304  0.124
Cl: 0.1592 -0.5650 -3.3540  0.019
Cl: -3.3924 -0.1825 -2.5477  0.004
H: -3.9416 -4.2674 -4.1825  0.101
H: -1.9547 -3.7660 -6.0781  0.096
C: -3.6533 -3.2882 -3.7675  -0.061
C: -1.9694 -2.7919 -5.5613  -0.023
N: -2.2895 -2.9528 -4.1445  -0.168
H: -3.6908 -3.3202 -2.6710  0.083
C: -1.3240 -3.0201 -3.2412  -0.393
O: -1.4991 -3.1786 -1.9781  -0.175
H: -0.9808 -2.3245 -5.6577  0.085
H: -0.3243 -2.8246 -3.6020  0.058
H: -4.3693 -2.5363 -4.1317  0.082
H: -2.7185 -2.1827 -6.0984  0.106
H: -2.2871 2.4981 1.6524  0.070
H: -1.2708 1.7380 3.9499  0.100
C: -2.9004 1.6019 1.8464  -0.032
C: -1.7131 0.7339 3.7785  -0.057
N: -2.0394 0.5433 2.3680  -0.171
H: -3.4194 1.2840 0.9445  0.096
C: -1.6731 -0.5653 1.6927  -0.333
O: -2.2421 -1.0310 0.6580  -0.190
H: -1.0187 -0.0554 4.1035  0.081
H: -0.7671 -1.0606 2.0995  0.122
H: -3.6232 1.8803 2.6253  0.097
H: -2.6390 0.6830 4.3845  0.100
O: 0.1827 3.3719 0.2374  -0.205
C: 1.5631 3.3952 0.6863  -0.241
C: 1.0906 1.3442 2.1452  -0.110
C: 1.8964 1.9762 1.2016  -0.182
H: 0.0755 1.7049 2.2995  0.083
C: 1.6020 0.3349 2.9872  -0.097
H: 2.2576 3.6452 -0.1378  0.148
C: 3.0931 1.3182 0.8539  -0.033
H: 1.0410 0.0190 3.8604  0.086
C: 2.8125 -0.2726 2.6931  -0.130
C: 3.5314 0.2108 1.6176  -0.129
H: 3.7071 1.6723 0.0116  0.120
H: 3.1430 -1.1422 3.2774  0.108
H: 4.4558 -0.3073 1.3366  0.104
Si: -0.6584 3.9573 -0.9488  0.323
Cl: -0.4959 0.6706 -0.5912  0.256
C: -2.5128 3.6606 -0.6467  -0.160
C: -0.7445 3.1129 -2.6604  -0.220
C: 0.1738 5.4486 -1.5691  -0.164
H: -2.8712 3.6942 0.3998  0.006
H: -2.8712 2.7269 -1.1355  0.026
H: -2.9619 4.5147 -1.1802  0.034
H: 0.1142 6.1491 -0.7323  0.010
H: -0.3300 5.8178 -2.4752  0.047
H: 1.2329 5.2365 -1.7654  0.050
H: 0.1783 2.7468 -3.0845  0.021
H: -1.0549 3.9924 -3.2202  0.014
H: -1.5034 2.3575 -2.8133  -0.016
C: -0.3981 -4.9593 -0.0668  -0.090
N: 0.0832 -3.7198 0.5567  -0.036
C: 1.1222 -3.0568 -0.0077  -0.819
S: 1.1743 -1.3834 -0.1013  0.700
N: 2.1357 -3.7664 -0.5493  -0.064
C: 2.6845 -4.9555 0.1168  -0.071
H: 0.2951 -5.2561 -0.8681  0.089
H: -1.3998 -4.7853 -0.4889  0.075
H: -0.4602 -5.7467 0.6979  0.083
H: -0.6741 -3.1087 0.8771  0.100
H: 2.8370 -3.1508 -0.9827  0.124
H: 3.0690 -5.6242 -0.6624  0.085
H: 3.5096 -4.6901 0.7906  0.087
H: 1.8933 -5.4547 0.6817  0.069

Atoms 1-6, force components in eV/Å:
C 0.917 0.522 0.006
C -0.141 0.236 1.332
H -0.493 -0.739 -0.276
H 0.419 -0.219 -0.357
H -0.528 -0.044 0.822
C 0.221 0.433 -0.318